(1)
# C44H25BrF3IrN6O5S2Sb

A structure of composition C44H25BrF3IrN6O5S2Sb (ωB97M-V/def2-TZVPD, the Open Molecules 2025 dataset).

Geometry as XYZ:
```
88
Properties=species:S:1:pos:R:3:forces:R:3:lowdin_charge:R:1
Ir -1.391 -0.734 -1.005 0.8 -0.4 -0.4 0.65
Sb 0.968 -0.894 -1.762 0.4 0.1 -0.1 1.49
Br 1.211 9.370 1.211 0.0 0.0 0.0 0.77
S -1.820 -2.120 -2.812 0.1 0.2 -0.2 0.62
S -1.587 0.707 -2.838 -0.5 0.2 -0.1 0.57
F 3.157 -6.226 0.528 0.0 0.0 0.0 0.07
F 2.580 -1.007 -7.770 0.0 0.0 0.0 0.07
F 4.783 3.665 0.025 0.0 0.0 0.0 0.06
O -3.225 -1.403 0.204 0.0 -0.1 0.0 -0.07
O -1.277 -2.424 0.223 -1.2 0.1 0.9 -0.18
O -5.420 -5.822 5.063 0.0 0.0 0.0 0.08
O 0.803 -0.675 1.276 -0.1 0.1 -0.1 0.05
O -3.658 -7.019 4.761 0.0 0.0 0.0 0.08
N -1.927 -2.929 -6.498 0.0 0.0 0.0 0.16
N -0.196 3.548 4.359 0.0 0.1 -0.1 0.09
N -0.973 4.591 4.153 0.0 -0.2 0.0 0.08
N -1.608 1.529 -6.462 0.1 0.0 0.0 0.17
N -1.433 0.835 0.538 -0.2 0.0 0.1 -0.01
N -4.362 -6.061 4.519 0.1 0.1 0.1 -0.35
C -0.748 7.880 2.633 0.0 0.0 0.0 -0.12
C 1.800 -2.691 -1.034 0.0 0.1 0.0 -0.35
C -0.214 2.464 3.673 -0.1 0.0 0.1 -0.21
C -0.729 1.110 1.651 -0.1 0.0 0.0 -0.11
C 4.510 1.505 -0.852 0.0 0.0 0.0 0.01
C -1.065 2.176 2.497 0.0 0.0 -0.1 -0.05
C 2.712 -5.066 0.014 0.0 0.0 0.0 -0.28
C 1.213 0.151 -4.647 0.1 0.1 0.0 -0.14
C -1.222 6.783 3.315 0.0 0.0 0.0 -0.01
C -4.214 -3.100 2.265 0.0 0.0 0.0 0.01
C -2.662 -5.335 2.895 0.0 0.0 0.0 0.02
C 2.734 -2.688 -0.003 0.1 0.0 0.0 -0.11
C 3.653 0.486 -1.244 0.0 0.0 0.0 -0.10
C 1.318 -3.903 -1.520 -0.1 0.0 0.0 -0.12
C 1.757 1.829 -0.633 -0.1 0.0 0.0 -0.12
C 3.203 -3.881 0.526 0.0 0.0 0.0 0.00
C 1.476 -0.940 -3.821 0.0 0.0 0.1 -0.34
C -3.881 -5.098 3.506 0.0 0.0 0.0 -0.13
C -1.786 -0.706 -3.836 -0.1 -0.1 0.2 -1.05
C 2.597 2.862 -0.245 0.1 0.0 0.0 0.00
C -2.213 2.915 2.216 0.0 0.0 0.0 0.03
C -1.700 0.521 -5.912 -0.2 0.0 -0.1 -0.25
C 0.918 5.667 3.022 0.0 0.0 0.0 -0.01
C -2.214 -4.422 1.956 0.0 0.0 0.0 0.02
C 1.058 0.419 3.309 0.0 0.0 0.2 0.03
C -0.403 5.652 3.511 0.0 0.1 0.1 -0.28
C 0.415 0.207 2.012 0.1 -0.2 -0.2 -0.31
C 2.511 -2.076 -5.686 0.0 0.0 0.0 0.00
C 2.275 0.634 -1.120 0.0 0.0 0.0 -0.34
C 1.775 -5.105 -1.001 0.0 0.0 0.0 0.00
C 0.557 7.869 2.146 0.0 0.0 0.0 -0.69
C -2.523 1.571 0.280 0.1 0.1 0.0 -0.13
C 2.221 -0.983 -6.476 0.0 0.0 0.0 -0.27
C 3.961 2.671 -0.357 0.0 0.0 0.0 -0.28
C -1.828 -0.706 -5.200 0.0 0.0 0.1 -0.37
C 0.762 1.462 4.083 0.1 0.0 0.0 0.02
C -4.669 -3.999 3.214 0.0 0.0 0.0 0.02
C -2.495 -2.330 0.640 0.6 -0.1 -0.3 -0.58
C -2.989 -3.310 1.643 0.0 0.0 0.0 -0.12
C -2.955 2.595 1.102 0.0 0.0 0.0 0.00
C -1.891 -1.935 -5.920 0.0 0.0 -0.1 -0.23
C 1.389 6.773 2.345 0.0 0.0 0.0 -0.12
C 2.134 -2.047 -4.351 0.0 -0.1 0.0 -0.10
C 1.578 0.137 -5.983 0.1 0.0 0.0 0.00
H -2.091 -6.211 3.159 0.0 0.0 0.0 0.12
H 2.404 6.796 1.974 0.0 0.0 0.0 0.11
H -3.859 3.132 0.851 0.0 0.0 0.0 0.12
H -1.262 -4.558 1.462 0.0 0.0 0.0 0.12
H 3.013 -2.932 -6.115 0.0 0.0 0.0 0.12
H 3.098 -1.754 0.407 0.0 0.0 0.0 0.09
H 1.354 0.968 -6.637 0.0 0.0 0.0 0.12
H 1.270 1.657 5.019 0.0 0.0 0.0 0.12
H 0.684 1.967 -0.562 0.0 0.0 0.0 0.09
H -2.228 6.764 3.711 0.0 0.0 0.0 0.12
H 1.413 -6.056 -1.367 0.0 0.0 0.0 0.12
H -2.518 3.715 2.874 0.0 0.0 0.0 0.11
H -5.613 -3.867 3.720 0.0 0.0 0.0 0.12
H 5.584 1.409 -0.934 0.0 0.0 0.0 0.12
H 3.932 -3.902 1.324 0.0 0.0 0.0 0.12
H 1.819 -0.305 3.570 0.0 0.0 0.0 0.13
H -1.376 8.745 2.477 0.0 0.0 0.0 0.11
H 2.363 -2.906 -3.735 0.0 0.0 0.0 0.09
H 0.699 1.024 -4.263 0.0 0.0 0.0 0.07
H -4.803 -2.235 1.995 0.0 0.0 0.0 0.12
H 0.565 -3.924 -2.301 0.0 0.0 0.0 0.09
H 4.074 -0.427 -1.649 0.0 0.0 0.0 0.11
H 2.214 3.804 0.124 0.0 0.0 0.0 0.12
H -3.062 1.323 -0.624 0.0 0.0 0.0 0.08
H 1.571 4.822 3.191 0.0 0.0 0.0 0.11
```
Forces are in eV/Å.

Properties
- E_tot: -6410.9259 hartree
- Energy relative to the best compared isomer or geometry (same formula, charge and spin): 16.6 kcal/mol
- Multiplicity: 2
- Molar mass: 1232.73 g mol⁻¹
- HOMO level (spin up / spin down): -7.903 / -7.903 eV
- Kohn-Sham gap (spin up / spin down): 0.211 / 0.208 hartree

(2)
# C44H25ClF15GeN6O2RbS

A structure of composition C44H25ClF15GeN6O2RbS (ωB97M-V/def2-TZVPD, the Open Molecules 2025 dataset).

Geometry as XYZ:
```
96
Properties=species:S:1:pos:R:3:forces:R:3:lowdin_charge:R:1
Rb 0.298 -1.471 -0.836 0.0 -0.1 0.0 0.66
Ge -1.146 3.181 0.754 0.1 0.0 -0.1 0.52
Cl -3.525 0.584 -5.028 0.0 0.0 0.0 0.54
S -0.914 1.150 1.199 0.0 0.0 0.0 0.09
F 0.007 4.699 -5.089 0.0 0.0 0.0 0.12
F -6.397 3.047 0.435 0.0 0.0 0.0 0.11
F 2.815 7.412 2.844 0.0 0.0 0.0 0.11
F -6.820 4.791 2.476 0.0 0.0 0.0 0.11
F 1.891 3.556 -3.493 0.0 0.0 0.0 0.13
F 0.647 8.137 1.373 0.0 0.0 0.0 0.10
F 3.227 4.801 3.457 0.0 0.0 0.0 0.11
F -3.044 4.696 -1.555 0.0 0.0 0.0 0.09
F 1.305 2.944 -0.951 0.0 0.0 0.0 0.08
F 1.520 2.934 2.633 0.0 0.0 0.0 0.08
F -1.087 6.267 0.531 0.0 0.0 0.0 0.09
F -3.893 2.416 -0.295 0.0 0.0 0.0 0.10
F -2.212 5.271 3.071 0.0 0.0 0.0 0.09
F -4.704 5.890 3.781 0.0 0.0 0.0 0.10
F -2.451 5.263 -4.087 0.0 0.0 0.0 0.11
O -1.708 -5.812 -1.699 0.0 0.0 0.1 -0.03
O -0.495 -4.035 -2.209 0.0 -0.2 -0.1 0.05
N -1.691 -3.502 0.659 0.0 0.0 0.0 0.10
N -0.325 -4.304 2.467 0.0 0.0 0.0 0.03
N 0.583 -3.534 1.998 0.0 0.1 0.0 0.03
N 0.404 -5.592 -0.778 0.0 0.1 0.0 0.00
N 2.589 -1.913 1.006 -0.1 -0.2 0.1 0.04
N 1.533 -4.754 -0.622 -0.1 0.0 0.0 0.06
C -0.011 -1.379 -4.908 0.0 0.0 0.0 -0.08
C 2.005 -4.169 3.871 -0.1 0.0 0.0 -0.06
C 4.022 1.472 0.661 0.0 0.0 0.0 -0.09
C -2.889 -3.484 0.080 0.0 0.0 0.0 -0.14
C 0.803 -0.671 -3.950 -0.1 0.0 0.0 -0.43
C -4.495 5.041 2.762 0.0 0.0 0.0 -0.15
C 2.742 -2.508 2.151 0.1 0.1 0.0 -0.24
C -0.906 3.737 -1.156 0.0 0.0 0.0 -0.12
C -4.053 3.287 0.704 0.0 0.0 0.0 -0.25
C -3.989 -4.184 0.547 0.0 0.0 0.0 -0.08
C 3.909 -2.312 3.006 0.0 0.0 -0.1 -0.02
C -1.820 4.351 -1.995 0.0 0.0 0.0 -0.22
C 3.261 0.414 1.136 0.1 0.0 0.0 -0.03
C -1.882 0.108 -4.610 0.0 0.0 0.0 -0.71
C -5.351 3.594 1.067 0.0 0.0 0.0 -0.14
C -1.533 -4.240 1.762 -0.1 0.0 0.1 -0.35
C -0.282 4.388 -3.824 0.0 0.0 0.0 -0.14
C -2.587 -4.998 2.300 0.0 0.0 0.0 -0.05
C -0.582 -5.057 -1.589 0.1 0.1 -0.1 -0.60
C 0.672 3.803 -3.015 0.0 0.0 0.0 -0.16
C -3.211 4.708 2.365 0.1 0.0 0.0 -0.21
C -2.944 3.843 1.323 -0.1 0.0 0.0 -0.13
C 1.258 4.193 2.284 0.0 0.0 0.0 -0.22
C -1.156 0.827 -3.670 0.0 0.0 0.0 -0.15
C 5.126 0.002 -0.877 0.0 0.0 0.0 -0.10
C 2.078 -1.062 -3.598 0.1 0.0 0.0 -0.11
C 2.160 5.150 2.726 0.0 0.0 0.0 -0.14
C -5.571 4.482 2.104 0.0 0.0 0.0 -0.14
C -1.292 -1.001 -5.222 0.0 0.0 0.0 -0.16
C -3.822 -4.962 1.688 0.0 0.0 0.0 -0.10
C -0.017 5.861 1.241 -0.1 0.0 0.0 -0.23
C 4.367 -1.062 -0.412 0.0 0.1 0.0 -0.04
C 0.341 3.492 -1.708 0.0 0.0 0.0 -0.25
C 3.437 -0.872 0.613 -0.1 0.0 -0.1 -0.34
C 3.138 -3.986 4.593 0.1 0.1 0.0 -0.13
C 0.136 0.459 -3.353 0.0 0.1 0.0 -0.15
C 4.095 -3.020 4.142 -0.1 -0.1 0.0 -0.11
C 0.143 4.518 1.529 0.0 0.0 0.0 -0.11
C 1.956 6.479 2.415 0.0 0.0 0.0 -0.14
C -1.869 -6.966 -0.889 0.0 0.0 0.0 -0.08
C 0.854 6.845 1.665 0.0 0.0 0.0 -0.14
C 4.962 1.273 -0.341 0.0 0.0 0.0 -0.11
C -1.535 4.669 -3.311 0.0 0.0 0.0 -0.14
C 1.749 -3.446 2.668 0.1 -0.1 0.1 -0.23
H 2.550 -1.920 -4.061 0.0 0.0 0.0 0.01
H 3.319 -4.541 5.505 0.0 0.0 0.0 0.08
H -2.821 -7.403 -1.181 0.0 0.0 0.0 0.09
H 2.309 -5.339 -0.346 0.0 0.0 0.0 0.08
H 4.644 -1.589 2.679 0.0 0.0 0.0 0.10
H -1.067 -7.688 -1.061 0.0 0.0 0.0 0.09
H 3.859 2.464 1.066 0.0 0.0 0.0 0.09
H -4.649 -5.531 2.097 0.0 0.0 0.0 0.10
H -1.924 -6.707 0.171 0.0 0.0 0.0 0.08
H -1.612 1.675 -3.171 0.0 0.0 0.0 0.09
H 4.991 -2.852 4.730 0.0 0.0 0.0 0.09
H 0.686 1.043 -2.620 0.0 0.0 0.0 0.08
H 0.061 -6.003 0.081 0.0 0.0 0.0 0.11
H -2.968 -2.885 -0.823 0.0 0.0 0.0 0.12
H -4.936 -4.119 0.030 0.0 0.0 0.0 0.10
H 2.495 0.578 1.883 0.0 0.0 0.0 0.11
H 2.671 -0.467 -2.911 0.0 0.0 0.0 0.01
H -2.402 -5.575 3.196 0.0 0.0 0.0 0.10
H 0.410 -2.257 -5.388 0.0 0.0 0.0 0.09
H 1.241 -4.864 4.191 0.0 0.0 0.0 0.09
H 5.829 -0.160 -1.685 0.0 0.0 0.0 0.10
H 4.457 -2.045 -0.856 0.0 0.0 0.0 0.11
H -1.860 -1.573 -5.947 0.0 0.0 0.0 0.09
H 5.538 2.106 -0.723 0.0 0.0 0.0 0.09
H 1.353 -4.089 0.128 0.1 0.1 0.0 0.02
```
Forces are in eV/Å.

Properties
- E_tot: -6628.1075 hartree
- Energy relative to the best compared isomer or geometry (same formula, charge and spin): 3.2 kcal/mol
- Multiplicity: 1
- Molar mass: 1180.29 g mol⁻¹
- HOMO level: -0.411 eV
- Net charge: -2
- Kohn-Sham gap: 0.142 hartree